Computed, not measured: a molecular structure, C36H32N6O3Pb at a distorted geometry, with ωB97M-V/def2-TZVPD.

Geometry (Å):
Pb -0.1733 -0.2852 -0.2538
C -0.2012 -2.0699 2.7122
N -0.7022 -0.7699 2.2920
C -2.0639 -0.4353 2.6880
C -2.9228 -0.1968 1.4882
N -2.4912 -0.2458 0.2534
C -3.5856 0.0718 -0.5712
C -3.7055 0.1555 -1.9567
C -4.9448 0.4887 -2.4647
C -6.0454 0.7296 -1.6276
C -5.9409 0.6329 -0.2549
C -4.6901 0.2975 0.2466
N -4.2270 0.1147 1.5504
C 0.0836 -2.9520 1.5384
N 0.1822 -2.5488 0.2924
C 0.5612 -3.6729 -0.4665
C 0.8760 -3.8240 -1.8129
C 1.1972 -5.0905 -2.2559
C 1.2245 -6.1902 -1.3852
C 0.9525 -6.0464 -0.0413
C 0.6300 -4.7674 0.3919
N 0.3249 -4.2656 1.6549
H -0.9145 -2.5715 3.3666
H 0.7224 -1.9553 3.2826
H -0.0588 -0.0203 2.5303
H -2.0748 0.4583 3.3147
H -2.5044 -1.2368 3.2825
H -2.8670 -0.0399 -2.6118
H -5.0759 0.5592 -3.5365
H -6.9971 0.9931 -2.0702
H -6.7904 0.8053 0.3940
H -4.7792 0.1971 2.3889
H 0.9189 -2.9785 -2.4803
H 1.4435 -5.2405 -3.2987
H 1.4809 -7.1662 -1.7740
H 0.9949 -6.8855 0.6408
H 0.3011 -4.7957 2.5112
C 2.5101 3.7520 4.9381
O 3.6424 3.1532 4.3140
C 3.4471 2.3383 3.2764
C 4.6149 1.8314 2.6744
C 4.4983 1.0268 1.5889
C 3.2448 0.6905 1.0118
C 3.1922 -0.1595 -0.1416
C 4.4578 -0.7086 -0.7406
O 2.1232 -0.4921 -0.6994
C 2.0761 1.1934 1.6282
O 0.8310 1.0260 1.1788
C 2.2017 1.9724 2.7902
H 2.9034 4.4122 5.7024
H 1.8737 2.9967 5.4035
H 1.9310 4.3312 4.2169
H 5.5776 2.0902 3.0941
H 5.4059 0.6317 1.1524
H 5.1046 0.1004 -1.0826
H 4.2039 -1.3404 -1.5877
H 5.0107 -1.2968 -0.0078
H 1.2841 2.3337 3.2364
C -0.6974 4.4430 0.0571
C -0.2484 4.8189 -1.2015
C -0.0620 3.8527 -2.1754
C -0.3310 2.5287 -1.8603
N -0.7352 2.1721 -0.6471
C -0.9177 3.1018 0.2939
C -0.2514 1.4132 -2.8402
C -0.2226 1.6470 -4.2186
C -0.2837 0.6059 -5.1323
C -0.4110 -0.7060 -4.7037
C -0.4318 -0.9853 -3.3386
C -0.3173 0.0801 -2.4748
H -0.8584 5.1720 0.8397
H -0.0501 5.8590 -1.4266
H 0.3006 4.1351 -3.1533
H -1.2545 2.7509 1.2615
H -0.1844 2.6674 -4.5781
H -0.2588 0.8267 -6.1912
H -0.4964 -1.5186 -5.4142
H -0.5603 -2.0004 -3.0007

Atoms 1-3, force components in eV/Å:
0.36 0.72 -0.42
-0.02 0.02 0.01
-0.06 -0.06 0.05

## Properties
**E_LUMO**: -6.2 eV
**Net charge**: +2
**E_HOMO**: -13.1 eV
**Frontier orbital gap**: 6.88 eV

Just the Mulliken charges please, in e? Sure, here they are: 2.362, -1.215, 0.227, -1.124, 0.225, 0.334, 0.270, -0.147, -0.923, -0.509, -1.179, 0.474, -0.118, 0.396, 0.678, -0.054, -0.663, -0.924, -0.529, -1.123, 0.735, -0.152, 0.504, 0.402, -0.127, 0.449, 0.542, 0.322, 0.478, 0.414, 0.430, 0.248, 0.845, 0.462, 0.418, 0.439, 0.252, -0.767, -0.441, 0.849, -1.085, -1.152, 0.257, 0.854, -1.977, -0.275, 0.242, -0.166, -0.386, 0.259, 0.313, 0.320, 0.480, 0.486, 0.481, 0.272, 0.459, 0.354, -0.984, -0.591, -1.078, 0.422, 0.531, -0.317, 1.013, -1.042, -1.001, -1.292, -1.069, 0.460, 0.481, 0.452, 0.469, 0.433, 0.393, 0.453, 0.495, 1.279

Computed, not measured: 3 unconnected molecules or ions with the total composition C36H32NO6 at a distorted geometry, with ωB97M-V/def2-TZVPD.

Geometry (Å):
C 6.4191 2.0597 0.1498
C 5.8932 2.8021 -1.2507
O 5.1757 4.0865 -0.9558
C 3.7672 3.6747 -0.8565
C 2.7914 4.8256 -0.1362
O 1.3866 4.7126 -0.5612
C 0.6069 3.8192 0.3096
C -0.3986 3.0877 -0.8048
C 0.4041 1.7285 -1.3467
C 1.2229 1.4495 0.0769
N 1.2593 2.5833 0.8930
H 5.4867 1.9464 0.8512
H 7.3068 2.6458 0.6645
H 6.8152 0.9898 -0.1213
H 6.8066 2.9736 -1.9620
H 5.0735 2.1231 -1.7910
H 3.7219 2.7294 -0.1613
H 3.3064 3.4890 -1.9174
H 3.1862 5.8605 -0.5825
H 2.9542 4.8994 1.0226
H 0.1189 4.3713 1.2185
H -0.7715 3.8536 -1.6248
H -1.2251 2.6154 -0.1079
H 1.1298 1.8961 -2.2506
H -0.2964 0.7773 -1.4282
H 1.7058 0.3920 0.3336
H 1.7557 2.4124 1.7962
C 0.6176 1.7660 4.4781
C 0.6256 1.8063 5.8721
C 0.6785 0.6194 6.6047
C 0.7113 -0.6131 5.9411
C 0.6785 -0.6541 4.5478
C 0.6432 0.5388 3.8140
C 0.6626 -1.9497 3.8383
O 0.6373 -1.9865 2.6143
C 0.6687 -3.1992 4.6249
C 0.5953 -4.4339 3.9669
C 0.6140 -5.6208 4.7026
C 0.7152 -5.5787 6.0928
C 0.7827 -4.3500 6.7513
C 0.7495 -3.1577 6.0160
C 0.7853 -1.8627 6.7239
O 0.8695 -1.8248 7.9461
H 0.5856 2.6913 3.9070
H 0.5928 2.7624 6.3897
H 0.6898 0.6588 7.6927
H 0.6311 0.5150 2.7258
H 0.5194 -4.4756 2.8815
H 0.5517 -6.5783 4.1899
H 0.7370 -6.5032 6.6657
H 0.8566 -4.3249 7.8373
C -1.1204 -2.6468 -2.5618
C -1.6242 -1.5894 -1.8047
C -2.6988 -0.8380 -2.2830
C -3.2641 -1.1370 -3.5285
C -2.7445 -2.1785 -4.2964
C -1.6774 -2.9428 -3.8067
C -3.3006 -2.4711 -5.6332
O -2.8471 -3.3880 -6.3068
C -4.4046 -1.6377 -6.1497
C -4.9027 -1.8670 -7.4390
C -5.9556 -1.0922 -7.9302
C -6.5189 -0.0952 -7.1342
C -6.0210 0.1392 -5.8516
C -4.9551 -0.6275 -5.3624
C -4.4120 -0.3482 -4.0184
O -4.9035 0.5310 -3.3200
H -0.2888 -3.2383 -2.1850
H -1.1818 -1.3507 -0.8401
H -3.0902 -0.0173 -1.6841
H -1.2753 -3.7661 -4.3946
H -4.4706 -2.6456 -8.0657
H -6.3374 -1.2684 -8.9335
H -7.3439 0.5038 -7.5138
H -6.4626 0.9225 -5.2378

Atoms 1-3, force components in eV/Å:
-0.26 0.14 -0.86
0.20 -0.93 0.37
-1.36 -2.31 -0.19

## Properties
**E_LUMO**: -5.1 eV
**Net charge**: +1
**E_HOMO**: -11.4 eV
**Frontier orbital gap**: 6.32 eV

Just the Mulliken charges please, in e? Sure, here they are: -0.725, -0.271, -0.400, 0.079, -0.495, -0.316, -0.049, -0.759, -0.054, -0.106, 0.115, 0.163, 0.265, 0.290, 0.317, 0.255, 0.017, 0.186, 0.325, 0.239, 0.314, 0.385, 0.296, 0.372, -0.146, 0.365, 0.322, -0.185, -0.685, -0.625, 0.381, -0.072, -0.404, 0.629, -0.716, 0.154, -0.490, -0.531, -0.466, -0.564, 0.199, 0.588, -0.653, 0.371, 0.398, 0.480, 0.507, 0.437, 0.398, 0.404, 0.465, -0.710, -0.554, -0.964, 0.377, 0.136, -0.607, 0.648, -0.659, 0.190, -0.549, -0.475, -0.472, -0.542, 0.239, 0.571, -0.682, 0.423, 0.923, 0.526, 0.471, 0.457, 0.401, 0.398, 0.449

Computed, not measured: a molecular structure, C36H33AsIrN7OS at a distorted geometry, with ωB97M-V/def2-TZVPD.

Geometry (Å):
Ir -0.4021 -0.3871 0.2793
C -1.9397 4.0854 -3.0214
C -2.0237 4.6114 -1.7387
C -1.7071 3.8372 -0.6463
C -1.2941 2.4994 -0.8155
C -1.2036 1.9822 -2.1151
C -1.5278 2.7726 -3.1978
N -0.9656 1.7218 0.2579
N -0.9733 2.2739 1.4287
C -0.6618 1.5018 2.4762
C -0.6361 2.0388 3.7776
C -0.1512 1.2832 4.8209
C 0.3093 -0.0082 4.5967
C 0.2284 -0.5651 3.3224
C -0.2847 0.1436 2.2533
H -2.2005 4.6986 -3.8708
H -2.3341 5.6382 -1.6031
H -1.7722 4.2313 0.3567
H -0.9056 0.9550 -2.2534
H -1.4599 2.3663 -4.1962
H -0.9641 3.0575 3.9241
H -0.1020 1.7008 5.8154
H 0.7195 -0.5924 5.4072
H 0.5601 -1.5857 3.1856
N 0.2159 -9.9729 -3.3732
C 0.2134 -8.8714 -3.0512
C 0.2228 -7.5299 -2.6079
C -0.3510 -6.5094 -3.3693
C -0.3612 -5.2155 -2.8889
C 0.1862 -4.9216 -1.6410
C 0.7900 -5.9399 -0.9015
C 0.8151 -7.2330 -1.3772
C 0.0832 -3.5642 -1.0773
C -0.6277 -3.4571 0.1244
C -1.3258 -4.5173 0.7593
C -1.9305 -3.9879 1.8768
C -1.5991 -2.6319 1.8986
N -0.8081 -2.3081 0.8674
C 0.6748 -2.5069 -1.7697
C 1.5180 -2.6125 -2.9074
C 1.9428 -1.3365 -3.2046
C 1.3409 -0.4909 -2.2651
N 0.5749 -1.1761 -1.4187
H -0.7869 -6.7422 -4.3297
H -0.8190 -4.4254 -3.4659
H 1.2426 -5.7020 0.0504
H 1.2836 -8.0213 -0.8049
H -1.3897 -5.5285 0.4063
H -2.5375 -4.5034 2.5967
H -1.9242 -1.9032 2.6163
H 1.7768 -3.5215 -3.4168
H 2.5936 -1.0305 -4.0019
H 1.4607 0.5739 -2.1882
C -7.3929 -0.1795 -2.6673
C -5.9098 -0.0116 -2.7231
C -5.2478 0.4685 -3.8550
C -3.8653 0.5171 -3.7825
N -3.1843 0.1379 -2.7159
C -3.9015 -0.2527 -1.6648
S -3.1357 -0.7633 -0.2082
N -5.2303 -0.3407 -1.6402
H -7.8270 -0.1486 -3.6642
H -7.8250 0.6170 -2.0632
H -7.6267 -1.1231 -2.1815
H -5.7799 0.7790 -4.7411
H -3.2772 0.8622 -4.6248
C 4.4866 2.0449 0.1364
As 3.0220 1.3804 1.2517
C 2.5096 2.8390 2.4414
C 3.7262 -0.0722 2.3552
O 1.8454 0.8847 0.2527
H 5.3645 2.2728 0.7337
H 4.1669 2.9420 -0.3968
H 4.7235 1.2700 -0.5955
H 3.4009 3.3175 2.8448
H 1.8931 2.4538 3.2544
H 1.9218 3.5549 1.8632
H 4.0088 0.2958 3.3388
H 4.5882 -0.5316 1.8730
H 2.9359 -0.8140 2.4611

Atoms 1-3, force components in eV/Å:
-1.71 1.06 1.27
0.07 -0.25 -0.01
0.00 0.12 -0.01

## Properties
**E_LUMO (alpha / beta)**: -1.2 / -1.2 eV
**Net charge**: 0
**E_HOMO (alpha / beta)**: -7.4 / -7.4 eV
**Frontier orbital gap (alpha / beta)**: 6.25 / 6.26 eV

Just the Mulliken charges please, in e? Sure, here they are: 0.997, -0.683, -0.668, -0.605, 0.236, 0.351, -0.804, 0.307, -0.528, -0.186, -0.285, -0.592, -0.743, 0.252, -0.242, 0.397, 0.395, 0.455, 0.180, 0.595, 0.436, 0.376, 0.444, 0.535, -0.535, -0.021, 0.543, -0.940, -0.243, -0.827, -0.306, -0.847, 1.463, 0.248, -0.645, -1.565, -0.483, 0.696, 0.120, -0.664, -1.746, -0.169, 0.287, 0.454, 0.583, 0.519, 0.446, 0.576, 0.453, 0.664, 0.601, 0.459, 0.631, -1.221, 0.969, -0.920, -0.062, -0.195, 0.235, -0.287, -0.499, 0.351, 0.266, 0.330, 0.356, 0.413, -1.180, 0.357, -1.005, -0.965, -0.418, 0.410, 0.361, 0.349, 0.470, 0.203, 0.321, 0.378, 0.421, 0.188